Record 1
Density functional theory data (ωB97M-V/def2-TZVPD) for a molecular structure, C28H16Co2N2O10.

Results
- E_HOMO (eV) = 5.9
- charge = -4
- 2S+1 = 1

```
58
C28H16Co2N2O10 ωB97M-V/def2-TZVPD
O 0.974 0.166 -0.730
C 0.552 -0.743 -0.164
Co -0.065 -2.203 0.596
C -1.559 -2.113 -0.431
O -2.189 -2.308 -1.390
C 0.777 -3.477 -0.281
O 1.354 -4.310 -0.851
C -0.558 -2.285 2.351
C 0.766 -2.237 2.189
C 2.181 -2.350 2.578
C 2.673 -0.774 2.594
C 3.966 -0.665 2.096
C 4.575 0.572 1.906
C 3.848 1.737 2.123
C 2.492 1.652 2.440
C 1.879 0.390 2.611
Co -2.040 -1.068 1.566
C -2.604 -0.656 3.169
O -3.008 -0.373 4.219
C -3.684 -1.168 0.933
O -4.739 -1.205 0.490
C -1.576 0.560 1.088
O -1.375 1.667 0.796
H -1.131 -3.047 2.933
H 2.759 -2.603 1.667
H 4.481 -1.587 1.818
H 5.609 0.568 1.574
H 4.344 2.691 1.998
H 1.907 2.570 2.531
H 0.787 0.354 2.750
C 2.494 -3.516 3.397
C 2.209 -3.272 4.860
C 0.873 -3.295 5.270
C 0.550 -2.936 6.560
C 1.588 -2.572 7.428
N 1.245 -1.856 8.606
O 2.162 -1.440 9.347
O 0.036 -1.629 8.834
C 2.935 -2.702 7.077
C 3.232 -3.112 5.795
C 3.853 -4.274 3.099
C 5.090 -3.683 3.379
C 6.287 -4.222 2.914
C 6.265 -5.431 2.231
N 7.412 -5.740 1.435
O 7.422 -6.766 0.727
O 8.375 -4.938 1.453
C 5.085 -6.187 2.178
C 3.898 -5.629 2.660
H 1.775 -4.240 2.993
H 0.094 -3.543 4.550
H -0.481 -2.915 6.888
H 3.707 -2.479 7.803
H 4.274 -3.248 5.534
H 5.127 -2.709 3.862
H 7.211 -3.663 2.981
H 5.149 -7.153 1.690
H 2.988 -6.230 2.559
```

Atom charges from the natural (NBO) analysis, given in e for atoms 1 to 8: atom 1 (O): -0.635, atom 2 (C): 0.471, atom 3 (Co): -0.134, atom 4 (C): 0.430, atom 5 (O): -0.663, atom 6 (C): 0.477, atom 7 (O): -0.629, atom 8 (C): -0.574

Record 2
Density functional theory data (ωB97M-V/def2-TZVPD) for 2 unconnected molecules or ions with the total composition CH4Cl2O.

Results
- E_HOMO (eV) = -10.7
- SMILES = ClCCl.O
- 2S+1 = 1

```
8
CH4Cl2O ωB97M-V/def2-TZVPD
Cl -0.074 -4.432 -0.508
C 0.647 -3.132 0.441
Cl 2.272 -3.520 1.006
H 0.688 -2.214 -0.176
H 0.001 -2.921 1.315
O -0.940 -0.237 1.099
H -0.607 0.529 1.619
H -1.843 0.031 0.813
```

And the natural (NBO) charges, in e, turn out to be: atom 1 (Cl): -0.027, atom 2 (C): -0.412, atom 3 (Cl): -0.027, atom 4 (H): 0.232, atom 5 (H): 0.232, atom 6 (O): -0.950, atom 7 (H): 0.476, atom 8 (H): 0.476

Record 3
Density functional theory data (ωB97M-V/def2-TZVPD) for 3 unconnected molecules or ions with the total composition C3H10O3S.

Results
- E_HOMO (alpha / beta) (eV) = -13.8 / -13.8
- charge = +1
- ⟨S²⟩ = 0.753
- 2S+1 = 2

```
17
C3H10O3S ωB97M-V/def2-TZVPD
O 1.553 0.417 -2.373
C 1.013 0.951 -1.461
C 0.475 0.246 -0.242
C 0.020 -1.214 -0.567
S -1.476 -1.510 0.433
H 0.878 2.047 -1.433
H -0.401 0.827 0.079
H 1.106 0.314 0.648
H -0.298 -1.263 -1.624
H 0.873 -1.879 -0.449
H -1.252 -2.799 0.461
H 4.413 -0.397 -0.690
H 3.709 -0.232 -1.958
O 4.548 -0.052 -1.564
H -5.087 2.016 4.588
H -3.497 2.184 4.474
O -4.354 2.505 4.252
```

Atom charges from the natural (NBO) analysis, given in e for atoms 1 to 8: atom 1 (O): -0.475, atom 2 (C): 0.449, atom 3 (C): -0.537, atom 4 (C): -0.583, atom 5 (S): 0.731, atom 6 (H): 0.153, atom 7 (H): 0.234, atom 8 (H): 0.275

Record 4
Density functional theory data (ωB97M-V/def2-TZVPD) for 3 unconnected molecules or ions with the total composition C20H38Br2F4N4O3P.

Results
- E_HOMO (eV) = -9.6
- charge = +1
- 2S+1 = 1

```
72
C20H38Br2F4N4O3P ωB97M-V/def2-TZVPD
O 6.815 3.651 -3.438
C 6.897 4.381 -2.513
F 7.370 5.644 -2.703
C 6.405 3.862 -1.124
C 5.012 3.200 -1.161
N 4.680 2.180 -0.314
C 5.447 1.515 0.759
C 5.046 2.085 2.179
O 3.717 1.769 2.578
C 5.176 3.649 2.283
F 6.434 4.089 1.993
F 4.894 3.973 3.588
F 4.218 4.316 1.548
C 3.360 1.732 -0.529
C 2.845 2.567 -1.574
P 1.079 2.434 -2.228
O 0.401 3.937 -1.882
Br 1.286 2.190 -4.476
N 3.906 3.436 -1.917
Br 3.738 4.750 -3.210
H 7.132 3.064 -0.809
H 6.414 4.723 -0.398
H 6.558 1.605 0.644
H 5.231 0.413 0.781
H 5.722 1.674 2.982
H 3.504 0.853 2.332
H 2.886 0.903 0.029
H 0.738 4.617 -2.505
C -0.442 -4.772 -0.085
C -0.537 -3.253 -0.109
N 0.240 -2.633 -1.172
C 0.377 -1.193 -1.017
C -0.891 -0.340 -1.101
C -0.042 -3.092 -2.526
C -1.477 -2.957 -3.040
H 0.598 -5.101 -0.032
H -0.962 -5.161 0.794
H -0.907 -5.225 -0.963
H -0.159 -2.896 0.855
H -1.596 -2.962 -0.157
H 1.102 -0.821 -1.752
H 0.845 -1.005 -0.041
H -1.244 -0.240 -2.128
H -0.677 0.669 -0.741
H -1.703 -0.734 -0.487
H 0.244 -4.146 -2.594
H 0.633 -2.588 -3.225
H -2.217 -3.282 -2.306
H -1.607 -3.582 -3.928
H -1.707 -1.935 -3.338
C -5.710 -0.678 -0.664
C -5.156 -1.592 0.422
N -4.505 -0.878 1.510
C -3.734 -1.747 2.390
C -4.494 -2.800 3.197
C -5.306 0.138 2.182
C -6.629 -0.300 2.814
H -4.934 -0.015 -1.054
H -6.088 -1.278 -1.494
H -6.539 -0.068 -0.300
H -4.418 -2.246 -0.056
H -5.963 -2.243 0.783
H -3.145 -1.133 3.079
H -2.989 -2.267 1.775
H -5.033 -2.357 4.035
H -3.789 -3.519 3.622
H -5.201 -3.364 2.586
H -5.523 0.931 1.460
H -4.696 0.631 2.944
H -7.211 -0.952 2.160
H -7.243 0.581 3.022
H -6.475 -0.808 3.765
```

Atom charges from the Löwdin analysis, given in e for atoms 1 to 8: atom 1 (O): 0.152, atom 2 (C): -0.468, atom 3 (F): 0.115, atom 4 (C): 0.028, atom 5 (C): -0.204, atom 6 (N): -0.009, atom 7 (C): -0.027, atom 8 (C): -0.220

Record 5
Density functional theory data (ωB97M-V/def2-TZVPD) for a molecular structure, C3H4N2O.

Results
- E_HOMO (alpha / beta) (eV) = -8.2 / -8.2
- 2S+1 = 1

```
10
C3H4N2O ωB97M-V/def2-TZVPD
O -0.812 0.617 1.894
C 0.168 0.143 1.116
C -0.078 0.439 -0.963
N 0.906 -0.414 -1.272
N 0.599 -1.452 -0.523
C -0.497 -0.623 0.012
H -0.382 1.164 2.567
H -0.186 1.494 -1.159
H 1.781 -0.321 -1.780
H -1.498 -1.047 0.107
```

Atom charges from the natural (NBO) analysis, given in e for atoms 1 to 8: atom 1 (O): -0.683, atom 2 (C): 0.181, atom 3 (C): -0.129, atom 4 (N): -0.227, atom 5 (N): -0.240, atom 6 (C): -0.269, atom 7 (H): 0.494, atom 8 (H): 0.231

Record 6
Density functional theory data (ωB97M-V/def2-TZVPD) for a gas-phase ion, C6H10F2N3 (charge +1).

Results
- E_HOMO (eV) = -13.6
- charge = +1
- SMILES = CC1(C)[C@H]2N(C(F)F)[NH+]=CN21
- 2S+1 = 1

```
21
C6H10F2N3 ωB97M-V/def2-TZVPD
C -1.621 -1.355 0.196
C -0.495 -0.297 0.007
C -0.677 0.821 -0.971
C 0.916 -0.741 0.353
N 1.971 0.086 -0.123
C 3.266 -0.424 -0.454
F 3.748 -0.992 0.720
F 4.126 0.543 -0.706
N 1.859 1.229 0.551
C 0.818 1.260 1.335
N 0.101 0.143 1.301
H -2.324 -0.899 0.909
H -1.186 -2.225 0.728
H -1.981 -1.536 -0.775
H 0.317 1.325 -1.002
H -1.331 1.504 -0.408
H -1.004 0.550 -2.027
H 1.116 -1.768 0.402
H 3.222 -1.283 -1.305
H 2.553 1.940 0.578
H 0.615 2.044 2.035
```

Atom charges from the natural (NBO) analysis, given in e for atoms 1 to 8: atom 1 (C): -0.602, atom 2 (C): 0.153, atom 3 (C): -0.643, atom 4 (C): 0.079, atom 5 (N): -0.290, atom 6 (C): 0.691, atom 7 (F): -0.346, atom 8 (F): -0.293

Record 7
Density functional theory data (ωB97M-V/def2-TZVPD) for 2 unconnected molecules or ions with the total composition C2H7NO2.

Results
- E_HOMO (eV) = -9.6
- SMILES = CC(N)=O.O
- 2S+1 = 1

```
12
C2H7NO2 ωB97M-V/def2-TZVPD
C -1.092 1.064 -0.224
C -1.150 -0.025 0.839
N -0.041 -0.748 1.142
O -2.187 -0.172 1.465
H -0.383 1.855 0.010
H -0.829 0.715 -1.227
H -2.126 1.395 -0.276
H 0.812 -0.703 0.608
H -0.111 -1.033 2.105
O 2.056 -0.942 -1.293
H 2.307 -0.022 -1.321
H 2.744 -1.383 -1.829
```

Atom charges from the natural (NBO) analysis, given in e for atoms 1 to 8: atom 1 (C): -0.724, atom 2 (C): 0.672, atom 3 (N): -0.839, atom 4 (O): -0.623, atom 5 (H): 0.222, atom 6 (H): 0.225, atom 7 (H): 0.245, atom 8 (H): 0.413

Record 8
Density functional theory data (ωB97M-V/def2-TZVPD) for a molecular structure, C17H23F5NO3P2Ti.

Results
- E_HOMO (alpha / beta) (eV) = -15.1 / -15.6
- charge = +2
- ⟨S²⟩ = 0.753
- 2S+1 = 2

```
52
C17H23F5NO3P2Ti ωB97M-V/def2-TZVPD
Ti -0.667 0.272 -0.079
P 0.592 1.558 1.743
C 0.579 3.021 0.614
C 1.113 2.695 -0.772
N 0.781 1.463 -1.259
C 1.084 1.170 -2.539
C 1.819 2.052 -3.343
C 2.116 3.328 -2.880
C 1.703 3.671 -1.587
C 0.620 -0.191 -3.081
P -0.813 -1.003 -2.243
H 1.867 4.686 -1.186
H 2.110 1.745 -4.347
H 2.646 4.051 -3.503
H 0.338 -0.101 -4.143
H 1.469 -0.896 -3.041
H -0.510 3.324 0.523
H 1.113 3.851 1.087
H -4.563 0.124 -0.222
O -1.813 1.697 -0.076
H -2.307 2.194 -0.774
H -2.226 -1.640 1.055
O -4.674 -0.808 -0.082
H -5.500 -0.928 0.422
C -2.230 -0.534 -3.255
H -2.186 -0.954 -4.264
H -3.146 -0.873 -2.764
H -2.272 0.553 -3.339
C -0.611 -2.800 -2.448
H -1.336 -3.316 -1.803
H -0.781 -3.156 -3.474
H 0.385 -3.140 -2.130
C 2.353 1.456 2.153
H 2.602 2.262 2.869
H 2.530 0.473 2.618
H 2.957 1.546 1.233
C -0.242 2.044 3.272
H -0.426 1.118 3.830
H 0.378 2.700 3.894
H -1.212 2.515 3.072
F 1.877 -4.835 3.635
C 1.098 -3.985 2.942
C -0.261 -3.956 3.274
F -0.812 -4.744 4.219
C -1.053 -3.058 2.599
F -2.379 -2.877 2.831
C -0.468 -2.205 1.682
O -1.325 -1.257 1.109
C 0.855 -2.277 1.297
F 1.248 -1.300 0.358
C 1.677 -3.182 1.948
F 2.999 -3.274 1.675
```

Atom charges from the natural (NBO) analysis, given in e for atoms 1 to 8: atom 1 (Ti): 1.392, atom 2 (P): 0.888, atom 3 (C): -0.752, atom 4 (C): 0.252, atom 5 (N): -0.572, atom 6 (C): 0.254, atom 7 (C): -0.234, atom 8 (C): -0.094

Largest force on an atom across the listed records, respectively: 0.133 0.025 0.040 0.068 0.007 0.065 0.018 0.047 Eh/bohr.